Here is C34H26Cl7NO2PSbSc as an isolated structure from the Open Molecules 2025 dataset. Energies are from ωB97M-V with the def2-TZVPD basis set.

As for the total energy: -6080.00734 a.u. Its multiplicity is 1. The net charge is +1. The HOMO energy comes out at -0.374 Ha. As for the HOMO-LUMO gap: 7.112 eV. The LUMO energy is -3.0677 eV. The maximum force is 0.83 eV Å⁻¹.

Each line ends with the Mulliken charge.
Element x y z (Å)
Sc1 -0.257 0.027 -0.704  0.2611
Cl1 1.016 -4.006 -5.996  -0.1926
C1 0.694 -2.630 -5.017  0.3574
C2 0.645 -1.359 -5.583  0.4404
Cl2 0.909 -1.146 -7.269  -0.1904
C3 0.383 -0.244 -4.778  0.0345
Cl3 0.330 1.353 -5.428  -0.1876
C4 0.169 -0.412 -3.426  0.0710
O1 -0.092 0.588 -2.548  -0.3651
C5 0.217 -1.693 -2.853  0.1215
O2 0.000 -1.732 -1.529  -0.3683
C6 0.480 -2.795 -3.644  0.1536
Cl4 0.538 -4.345 -2.890  -0.1832
C7 1.523 -3.282 5.841  -0.4790
C8 2.183 -2.061 5.867  -0.6652
C9 2.002 -1.148 4.837  -0.3191
C10 1.154 -1.466 3.783  0.3771
C11 0.483 -2.686 3.758  -0.6476
C12 0.675 -3.596 4.788  -0.5734
Sb1 0.891 -0.117 2.177  1.3504
C13 1.972 1.591 2.816  0.1303
C14 3.364 1.598 2.832  -0.0124
C15 4.045 2.735 3.246  -0.7299
C16 3.340 3.863 3.641  -0.4841
C17 1.953 3.862 3.624  -0.6090
C18 1.267 2.728 3.208  -0.6995
C19 2.271 -0.913 0.744  0.3881
C20 2.818 -2.186 0.859  -0.6985
C21 3.550 -2.725 -0.192  -0.6154
C22 3.736 -2.004 -1.365  -0.6154
C23 3.201 -0.733 -1.491  -0.7877
C24 2.472 -0.196 -0.439  -0.7832
H1 1.668 -3.991 6.646  0.3802
H2 2.842 -1.817 6.690  0.3962
H3 2.520 -0.197 4.861  0.3905
H4 -0.184 -2.933 2.940  0.4002
H5 0.159 -4.547 4.770  0.4079
H6 3.917 0.719 2.520  0.4711
H7 5.127 2.736 3.258  0.4168
H8 3.874 4.748 3.964  0.4046
H9 1.405 4.742 3.934  0.4113
H10 0.183 2.732 3.200  0.4317
H11 2.666 -2.760 1.766  0.4520
H12 3.972 -3.716 -0.097  0.4402
H13 4.296 -2.435 -2.184  0.4413
H14 3.336 -0.165 -2.403  0.4646
H15 2.090 0.820 -0.554  0.9702
C25 -1.352 3.914 -0.497  -1.2987
P1 -1.993 2.209 -0.413  0.8117
C26 -3.124 2.255 1.013  -1.3058
C27 -3.071 2.026 -1.864  0.8470
C28 -4.335 1.447 -1.765  -0.3377
C29 -5.096 1.238 -2.907  -0.7074
C30 -4.599 1.595 -4.151  -0.5406
C31 -3.336 2.164 -4.256  -0.6488
C32 -2.572 2.374 -3.120  -0.6383
H16 -0.612 3.990 -1.293  0.3844
H17 -0.864 4.155 0.448  0.4293
H18 -2.158 4.622 -0.687  0.4160
H19 -3.896 3.013 0.879  0.4334
H20 -2.540 2.484 1.904  0.3485
H21 -3.590 1.281 1.156  0.3560
H22 -4.740 1.171 -0.800  0.3857
H23 -6.083 0.801 -2.825  0.4466
H24 -5.193 1.431 -5.040  0.4147
H25 -2.936 2.433 -5.225  0.4202
H26 -1.575 2.783 -3.219  0.2454
Cl5 -4.132 -3.932 0.839  -0.0860
C33 -3.954 -3.007 -0.656  0.7369
Cl6 -5.498 -2.316 -1.152  -0.0628
Cl7 -3.252 -3.988 -1.932  -0.0486
C34 -3.021 -1.906 -0.389  -0.3416
N1 -2.285 -1.048 -0.228  -0.0173